No. 1
This record from the Open Molecules 2025 dataset describes a molecular structure, C13H21ClIN4ORu at a distorted geometry. The level of theory is ωB97M-V/def2-TZVPD.

* E_tot: -45026.6437 eV
* energy above the lowest of the compared OMol25 structures with the same formula, charge and spin: 51.13 kJ/mol
* Kohn-Sham gap (spin up / spin down): 1.32 / 7.42 eV

Geometry as ORCA input:
```
! wB97M-V def2-TZVPD RIJCOSX def2/J DEFGRID3
* xyz -2 6
H -0.731 2.650 0.235
Ru -0.181 -0.169 0.071
H -2.252 -1.901 0.216
H 2.702 -0.311 -1.534
O 1.837 -2.401 0.105
C 1.113 1.324 3.826
C -1.338 -1.763 0.795
H 2.555 -1.056 2.511
C 0.843 -1.787 -3.158
H -2.003 2.713 1.487
H -1.296 -1.586 -4.851
C 0.258 0.734 1.827
H -3.877 0.287 -1.099
C -2.451 -0.372 -3.381
H 0.942 -1.796 2.812
H -3.389 -0.112 -3.797
H 0.250 3.361 3.753
H 3.814 -0.288 -0.154
C 1.621 -0.982 3.086
C 3.203 0.344 -0.794
C 0.929 -1.630 0.107
H -3.021 1.799 -1.562
C -1.438 -1.093 -3.913
C -2.887 0.766 -1.197
H -2.387 0.784 -0.205
H 1.671 1.215 4.731
I 4.009 1.873 -1.746
H 1.858 -1.067 4.153
H 1.657 -1.057 -3.276
C -0.796 -0.416 -1.858
H -0.833 -2.744 0.826
C -0.930 2.857 1.295
H -0.679 3.895 1.521
N 0.991 0.313 2.893
C 0.407 2.390 3.355
N -0.438 -1.142 -2.952
H 2.363 0.738 -0.193
H 0.746 -2.345 -4.088
N -2.061 0.012 -2.117
Cl -1.777 -1.550 2.494
N -0.110 2.003 2.130
H 1.107 -2.488 -2.354
*
```

List of Mulliken charges in e, atom by atom:
1 H 0.293
2 Ru 0.742
3 H 0.339
4 H -0.345
5 O -0.466
6 C -0.533
7 C -1.077
8 H 0.245
9 C -1.137
10 H 0.325
11 H 0.499
12 C -1.679
13 H 0.942
14 C -0.729
15 H 0.312
16 H 0.358
17 H 0.367
18 H 0.328
19 C -0.935
20 C -0.263
21 C 0.150
22 H 0.532
23 C -1.178
24 C -2.508
25 H -0.285
26 H 0.545
27 I -0.441
28 H 0.287
29 H 0.283
30 C -1.037
31 H 0.401
32 C -1.566
33 H 0.427
34 N 0.585
35 C -0.691
36 N 0.265
37 H -0.267
38 H 0.348
39 N 3.024
40 Cl -0.152
41 N 1.345
42 H 0.347

---

No. 2
This record from the Open Molecules 2025 dataset describes a single C6H8 molecule at a distorted geometry. The level of theory is ωB97M-V/def2-TZVPD.

* E_tot: -6348.7746 eV
* SMILES: C#CC1CCC1
* energy above the lowest of the compared OMol25 structures with the same formula, charge and spin: 193.87 kJ/mol
* Kohn-Sham gap: 10.97 eV

Geometry as ORCA input:
```
! wB97M-V def2-TZVPD RIJCOSX def2/J DEFGRID3
* xyz 0 1
C -0.506 0.239 0.175
C -1.554 0.477 -0.836
H 0.970 1.853 0.535
H -0.495 -1.783 1.032
C 1.371 -0.418 0.839
H 1.381 -0.390 1.944
H 0.279 -1.724 -0.578
C -2.323 0.618 -1.760
C 0.893 0.859 0.080
H -3.038 0.785 -2.545
C 0.098 -1.166 0.344
H -0.693 0.493 1.222
H 2.334 -0.768 0.496
H 1.282 0.925 -0.947
*
```

List of Mulliken charges in e, atom by atom:
1 C 0.091
2 C -0.770
3 H 0.281
4 H 0.294
5 C -0.607
6 H 0.216
7 H 0.301
8 C 0.210
9 C -0.613
10 H 0.405
11 C -0.622
12 H 0.161
13 H 0.353
14 H 0.300

---

No. 3
This record from the Open Molecules 2025 dataset describes 8 unconnected molecules or ions with the total composition C42H61I2O33PS7 at a distorted geometry. The level of theory is ωB97M-V/def2-TZVPD.

* E_tot: -213434.7586 eV
* SMILES: CCP(C)C1=CC(=O)c2c(I)c(C[C@H](C)I)c(Cc3cccc(C)c3)c(COCOCCO)c2C1=O.O=S1(=O)OCCO1.O=S1(=O)OCCO1.O=S1(=O)OCCO1.O=S1(=O)OCCO1.O=S1(=O)OCCO1.O=S1(=O)OCCO1.O=S1(=O)OCCO1
* Kohn-Sham gap: 7.05 eV

Geometry as ORCA input:
```
! wB97M-V def2-TZVPD RIJCOSX def2/J DEFGRID3
* xyz 0 1
H -2.207 -0.899 3.858
C 2.174 -0.434 2.505
O 1.806 0.046 1.199
C -0.078 -2.712 0.046
I -4.464 -3.067 3.420
H 0.145 2.016 -7.528
C -0.755 2.671 -0.732
C -5.016 -2.891 -3.766
S -5.193 -4.034 -5.965
O -0.670 6.264 -5.139
C -1.339 0.402 0.400
H 4.537 -4.612 4.064
C -0.976 -1.911 -0.946
C -3.603 -7.838 2.196
H -0.674 3.785 -0.725
O 2.061 -3.499 7.000
O 3.752 -3.607 8.794
O -5.175 -9.203 3.266
C -2.257 -3.496 1.358
H -2.794 -3.549 0.366
C -1.560 0.802 -8.090
H -0.886 -1.272 2.714
H 3.291 -0.527 2.633
O -0.053 10.016 -0.358
O 2.336 -6.215 3.357
H -3.747 -9.993 2.022
C 7.452 -4.466 1.657
H 1.636 -1.416 2.657
H -0.154 -0.164 -2.861
C 0.155 -4.264 2.110
H -2.462 5.327 -4.658
O -1.335 4.961 1.635
H -3.416 -7.098 2.979
C -0.923 -0.355 -0.782
C -2.779 -2.270 2.250
H -1.644 2.471 1.351
C -2.180 5.603 -6.799
I -0.716 -5.346 3.781
O -1.205 6.368 -7.509
H -0.464 3.532 -3.596
O -1.935 7.359 1.830
H -0.143 -4.873 7.925
H -1.907 7.800 -1.432
H 4.003 11.175 -0.338
H 0.395 0.697 5.057
S 0.737 10.769 0.560
H -2.594 -4.422 1.908
H -0.476 7.986 0.527
S 0.048 6.664 -6.531
C 2.030 -1.955 -1.279
C 6.624 -1.589 1.370
H -2.610 0.953 -8.353
C 4.574 -3.829 2.049
H -1.022 0.426 -8.959
H 3.070 8.985 0.182
O -0.375 0.332 -4.860
O -2.865 0.500 -5.062
H 1.318 -2.022 -2.154
C -2.068 6.062 -5.358
C 3.185 11.140 0.378
C 1.409 -2.772 -0.100
C -0.450 0.431 -1.935
O 1.629 9.745 1.432
O -4.838 -7.504 1.559
C -1.727 -1.752 3.295
O -1.499 -0.136 -7.018
H 7.357 -5.445 2.204
H 7.321 -0.386 3.163
C 2.814 -0.294 0.233
C 1.684 0.578 3.616
C 0.865 -5.297 7.890
H 5.530 -0.259 2.860
H -3.380 7.957 -0.443
C 2.251 -3.569 0.816
C -1.303 1.881 0.473
H 0.662 2.085 -3.976
H -3.138 -9.435 3.600
H -1.373 -2.522 4.020
H 3.362 11.875 1.167
C -1.543 8.134 0.688
H 6.769 0.570 1.754
O -6.855 -8.922 1.473
H 2.504 -5.433 6.479
P 6.290 -3.148 2.372
C -0.690 -3.488 1.165
O 1.638 -2.322 9.126
O -5.958 -3.238 -4.783
H -2.784 -7.821 1.479
C -3.829 -9.217 2.787
H 2.523 0.722 4.359
O -1.396 2.140 -6.183
O 1.944 11.462 -0.256
O 0.568 0.036 4.366
S -2.389 5.886 1.354
H 3.433 0.647 0.093
C 3.802 -3.663 0.685
O 4.420 -3.654 -0.355
H 8.532 -4.151 1.732
H -1.917 4.548 -6.898
C 2.572 -5.139 2.853
H 0.801 -6.383 7.936
S 2.356 -3.425 8.586
S -6.057 -8.175 2.382
O -5.491 -3.396 -7.201
H 0.996 -4.800 5.771
H -3.197 -1.485 1.576
H 7.703 -1.654 1.042
H -2.846 -2.761 -3.855
C -2.354 7.579 -0.464
O 1.063 5.702 -6.799
H -0.682 -2.122 -2.018
S -1.553 0.637 -5.601
C 6.533 -0.360 2.355
O -3.733 5.684 1.777
H -2.579 7.017 -5.206
H -2.066 -2.201 -0.891
C 2.977 9.752 0.955
C -0.946 2.072 -7.538
C 0.244 2.767 -3.189
C -3.713 -2.660 -4.506
O 0.175 11.732 1.441
O -5.374 -5.430 -5.758
H 3.528 -1.086 0.585
O -2.399 6.167 -0.238
C 1.619 -4.817 6.665
O -3.683 -3.653 -5.536
O 1.601 -4.792 9.006
H -1.740 9.187 0.859
O 2.211 -0.551 -1.021
H 1.386 1.577 3.186
H 1.141 3.333 -2.792
H 3.670 9.534 1.766
H -5.345 -2.009 -3.219
C -0.335 1.944 -1.928
C 1.622 -4.323 1.940
H -3.696 -1.677 -4.980
H -1.740 -0.126 1.291
H 3.008 -2.356 -1.657
H 7.248 -4.658 0.571
H -4.935 -3.736 -3.076
H -1.258 2.956 -8.092
O 0.298 8.063 -6.531
H 5.908 -1.552 0.510
O -6.603 -7.194 3.256
H -3.174 5.769 -7.211
C 3.991 -4.504 3.087
*
```

Mulliken population analysis, charges in e, atoms 1 to 99:
1 H 0.529
2 C 1.454
3 O -0.063
4 C 0.675
5 I 0.012
6 H 0.220
7 C -0.612
8 C -0.355
9 S 1.117
10 O -0.175
11 C 0.403
12 H 0.355
13 C -1.353
14 C -0.094
15 H 0.424
16 O -0.201
17 O -0.554
18 O -0.330
19 C -1.266
20 H 0.204
21 C -0.461
22 H -0.156
23 H -0.692
24 O -0.507
25 O -0.546
26 H 0.301
27 C -1.056
28 H -0.314
29 H 0.236
30 C -0.909
31 H 0.393
32 O -0.496
33 H 0.002
34 C 0.601
35 C -0.388
36 H 0.511
37 C 0.691
38 I 0.133
39 O -0.353
40 H 0.160
41 O -0.343
42 H 0.349
43 H 0.279
44 H 0.314
45 H 0.273
46 S 1.123
47 H 0.240
48 H 0.184
49 S 1.037
50 C -1.093
51 C -0.435
52 H 0.327
53 C 0.958
54 H 0.333
55 H 0.278
56 O -0.599
57 O -0.674
58 H 0.258
59 C -0.460
60 C -0.392
61 C 0.886
62 C -0.493
63 O -0.291
64 O -0.292
65 C -0.641
66 O -0.326
67 H 0.329
68 H 0.382
69 C 0.065
70 C -0.688
71 C -0.333
72 H 0.125
73 H 0.310
74 C 0.374
75 C -1.342
76 H 0.291
77 H 0.302
78 H 0.248
79 H 0.309
80 C -0.253
81 H 0.331
82 O -0.528
83 H 0.219
84 P 0.059
85 C 0.822
86 O -0.537
87 O -0.361
88 H 0.346
89 C -0.289
90 H 0.357
91 O -0.214
92 O -0.311
93 O -0.445
94 S 1.090
95 H 0.287
96 C -0.458
97 O -0.580
98 H 0.374
99 H -0.564